Record 1
The following is a DFT calculation (ωB97M-V/def2-TZVPD) of a cluster of 2 separate species, C4H10N4S in total in a non-equilibrium geometry.

The molar mass is 146.22 g mol⁻¹. As for the structure (SMILES): CCSc1nn[nH]n1.C. As for the energy above the lowest of the compared OMol25 structures with the same formula, charge and spin: 1.067 eV. The electronic energy is -775.53841 a.u. The lowest unoccupied orbital energy is 0.92 eV.

```
! wB97M-V def2-TZVPD RIJCOSX def2/J DEFGRID3
* xyz 0 1
C -1.633 -0.516 0.751
C -0.317 2.260 -0.652
C 1.702 -1.736 -0.222
C 0.315 -2.250 0.298
N -1.836 -0.732 -0.620
N -2.852 -0.099 -0.927
N -2.609 0.217 1.221
N -3.300 0.450 0.172
S -0.442 -1.297 1.669
H -1.439 2.372 -0.671
H -0.081 1.174 -0.636
H 0.111 2.713 -1.442
H 1.813 -2.362 -1.144
H 1.577 -0.718 -0.564
H 2.560 -1.847 0.509
H 0.291 -3.329 0.481
H -0.290 -1.933 -0.546
H -0.031 2.664 0.381
H -4.261 1.003 0.177
*
```

Record 2
The following is a DFT calculation (ωB97M-V/def2-TZVPD) of the ion C4H10N5 with charge +1 in a non-equilibrium geometry.

The molar mass is 128.16 g mol⁻¹. As for the structure (SMILES): [H]/N=C1/C(N)=N[NH2+][C@]1(C)N. As for the energy above the lowest of the compared OMol25 structures with the same formula, charge and spin: 3.601 eV. The electronic energy is -431.89182 a.u. The lowest unoccupied orbital energy is -4.05 eV.

```
! wB97M-V def2-TZVPD RIJCOSX def2/J DEFGRID3
* xyz 1 1
C 0.842 -0.743 0.129
C 1.915 0.284 0.135
C -0.497 -0.046 0.158
C -1.343 -0.091 -1.067
N 1.484 1.530 0.121
N 1.075 -1.984 0.038
N 3.175 -0.223 0.024
N -1.261 -0.384 1.294
N 0.086 1.525 0.266
H -2.088 0.829 -1.115
H -1.815 -0.968 -1.021
H -0.806 0.104 -1.904
H 0.251 -2.577 0.017
H 3.285 -1.208 0.218
H 3.981 0.303 0.236
H -1.131 -0.176 2.246
H -2.236 -0.279 1.144
H -0.437 2.181 -0.312
H -0.004 2.101 1.092
*
```

Record 3
The following is a DFT calculation (ωB97M-V/def2-TZVPD) of the ion C4H10NO with charge -1 in a non-equilibrium geometry.

The molar mass is 88.13 g mol⁻¹. As for the structure (SMILES): C[C@@H](N)CC[O-]. As for the energy above the lowest of the compared OMol25 structures with the same formula, charge and spin: 1.086 eV. The electronic energy is -288.35173 a.u. The lowest unoccupied orbital energy is 4.35 eV.

```
! wB97M-V def2-TZVPD RIJCOSX def2/J DEFGRID3
* xyz -1 1
C 0.453 1.593 -0.403
C -0.274 0.382 0.311
C -0.161 -0.914 -0.473
C 1.101 -1.799 -0.125
O 2.181 -1.024 -0.064
N -1.633 1.005 0.654
H 0.492 2.491 0.225
H -0.176 1.688 -1.279
H 1.491 1.352 -0.651
H 0.043 0.251 1.351
H -0.151 -0.626 -1.523
H -1.062 -1.541 -0.376
H 0.867 -2.687 -0.773
H 0.813 -2.276 0.879
H -2.328 0.323 0.936
H -1.658 1.781 1.310
*
```

Record 4
The following is a DFT calculation (ωB97M-V/def2-TZVPD) of the ion C4H10NO with charge -1 in a non-equilibrium geometry.

The molar mass is 88.13 g mol⁻¹. As for the structure (SMILES): NCCCC[O-]. As for the energy above the lowest of the compared OMol25 structures with the same formula, charge and spin: 2.144 eV. The electronic energy is -288.31285 a.u. The lowest unoccupied orbital energy is 4.26 eV.

```
! wB97M-V def2-TZVPD RIJCOSX def2/J DEFGRID3
* xyz -1 1
C -1.482 0.303 -0.673
O -1.416 1.721 -0.238
C -0.911 -0.742 0.326
C 0.597 -0.968 0.336
C 1.476 0.219 -0.130
N 1.213 1.515 0.499
H -0.984 0.243 -1.803
H -2.461 -0.140 -0.853
H -1.509 -1.676 0.080
H -1.342 -0.425 1.294
H 0.527 -1.811 -0.472
H 1.136 -1.402 1.326
H 2.503 0.141 0.159
H 1.467 0.141 -1.281
H 0.255 1.592 0.073
H 0.931 1.289 1.356
*
```

Record 5
The following is a DFT calculation (ωB97M-V/def2-TZVPD) of a cluster of 2 separate species, C4H10NO in total.

The molar mass is 88.13 g mol⁻¹. As for the energy above the lowest of the compared OMol25 structures with the same formula, charge and spin: 1.081 eV. The electronic energy is -288.35193 a.u. The lowest unoccupied orbital energy is 4.35 eV.

```
! wB97M-V def2-TZVPD RIJCOSX def2/J DEFGRID3
* xyz -1 1
C 1.564 0.560 0.093
O 1.094 0.398 1.348
C 0.812 -0.288 -0.954
N 1.360 -0.277 -2.318
H 1.491 1.624 -0.275
H 2.651 0.295 -0.035
H 0.794 -1.315 -0.581
H -0.227 0.051 -0.989
H 1.438 0.682 -2.641
H 2.309 -0.632 -2.291
C -2.627 -0.515 1.050
C -1.811 0.162 1.846
H -2.233 -1.067 0.202
H -3.705 -0.557 1.182
H -0.710 0.176 1.662
H -2.200 0.702 2.702
*
```

Record 6
The following is a DFT calculation (ωB97M-V/def2-TZVPD) of the ion C4H10NO with charge -1 in a non-equilibrium geometry.

The molar mass is 88.13 g mol⁻¹. As for the structure (SMILES): CN[C@H](C)C[O-]. As for the energy above the lowest of the compared OMol25 structures with the same formula, charge and spin: 1.350 eV. The electronic energy is -288.34204 a.u. The lowest unoccupied orbital energy is 3.96 eV.

```
! wB97M-V def2-TZVPD RIJCOSX def2/J DEFGRID3
* xyz -1 1
C -0.061 2.123 -0.454
N -0.234 0.701 -0.886
C 1.166 -0.758 0.679
C -0.203 -0.200 0.249
C -1.091 -1.605 -0.189
O -1.460 -2.271 0.899
H -0.823 2.277 0.304
H 0.943 2.186 -0.010
H -0.195 2.880 -1.233
H 0.583 0.453 -1.436
H 1.105 -1.805 0.974
H 1.426 -0.293 1.650
H 1.928 -0.535 -0.075
H -0.828 0.041 1.101
H -0.345 -2.090 -0.869
H -1.911 -1.103 -0.704
*
```

Record 7
The following is a DFT calculation (ωB97M-V/def2-TZVPD) of the ion C4H10NO with charge -1 in a non-equilibrium geometry.

The molar mass is 88.13 g mol⁻¹. As for the structure (SMILES): CN[C@H](C)C[O-]. As for the energy above the lowest of the compared OMol25 structures with the same formula, charge and spin: 2.630 eV. The electronic energy is -288.29499 a.u. The lowest unoccupied orbital energy is 4.49 eV.

```
! wB97M-V def2-TZVPD RIJCOSX def2/J DEFGRID3
* xyz -1 1
C 0.063 0.483 -1.909
N -0.918 0.297 -0.799
C -0.209 0.932 1.691
C -0.488 -0.205 0.586
C 0.691 -1.131 0.416
O 0.759 -1.894 -0.663
H 0.769 -0.166 -2.088
H -0.500 0.563 -2.891
H 0.511 1.461 -1.716
H -1.479 -0.472 -1.235
H -0.221 0.419 2.687
H -1.012 1.558 1.479
H 0.926 1.301 1.540
H -1.544 -0.671 1.026
H 0.809 -1.802 1.267
H 1.842 -0.672 0.608
*
```

Record 8
The following is a DFT calculation (ωB97M-V/def2-TZVPD) of a structure of composition C4H10NO.

The molar mass is 88.13 g mol⁻¹. As for the energy above the lowest of the compared OMol25 structures with the same formula, charge and spin: 0.724 eV. The electronic energy is -288.36503 a.u. The lowest unoccupied orbital energy is 4.39 eV.

```
! wB97M-V def2-TZVPD RIJCOSX def2/J DEFGRID3
* xyz -1 1
C 0.560 0.239 -2.418
C -0.450 0.537 -1.572
N -0.668 0.021 -0.341
C -1.641 0.754 0.436
H 1.344 -0.453 -2.134
H 0.603 0.707 -3.394
H -1.192 1.265 -1.921
H 0.440 -0.189 0.365
H -1.888 0.196 1.345
H -1.288 1.750 0.757
H -2.583 0.904 -0.118
C 0.890 -0.956 2.215
O 1.369 -0.370 1.063
H 0.418 -0.238 2.913
H 0.136 -1.741 2.015
H 1.698 -1.445 2.781
*
```

Record 9
The following is a DFT calculation (ωB97M-V/def2-TZVPD) of a cluster of 2 separate species, C4H10NO in total in a non-equilibrium geometry.

The molar mass is 88.13 g mol⁻¹. As for the energy above the lowest of the compared OMol25 structures with the same formula, charge and spin: 1.362 eV. The electronic energy is -288.34158 a.u. The lowest unoccupied orbital energy is 4.00 eV.

```
! wB97M-V def2-TZVPD RIJCOSX def2/J DEFGRID3
* xyz -1 1
C -0.735 2.430 0.118
N -0.387 1.007 0.358
C -0.081 0.430 -1.039
O 0.938 1.014 -1.627
H -0.084 2.860 -0.658
H -0.619 2.975 1.049
H -1.778 2.480 -0.213
H 0.565 1.010 0.801
H -1.069 0.545 -1.560
H -0.019 -0.696 -0.886
C 0.399 -3.092 0.682
C -0.012 -2.100 1.515
H 0.876 -4.003 1.024
H 0.273 -2.973 -0.403
H 0.149 -2.152 2.577
H -0.509 -1.216 1.130
*
```

Record 10
The following is a DFT calculation (ωB97M-V/def2-TZVPD) of the ion C4H10NO with charge -1 in a non-equilibrium geometry.

The molar mass is 88.13 g mol⁻¹. As for the structure (SMILES): CNCCC[O-]. As for the energy above the lowest of the compared OMol25 structures with the same formula, charge and spin: 1.191 eV. The electronic energy is -288.34786 a.u. The lowest unoccupied orbital energy is 4.37 eV.

```
! wB97M-V def2-TZVPD RIJCOSX def2/J DEFGRID3
* xyz -1 1
C -1.481 -0.940 -1.525
N -0.694 0.091 -0.818
C 0.678 -0.357 -0.540
C 1.333 0.356 0.695
C 0.324 1.114 1.655
O -0.906 0.559 1.883
H -1.205 -0.833 -2.579
H -1.300 -1.926 -1.047
H -2.541 -0.732 -1.526
H -1.178 0.231 0.179
H 0.690 -1.447 -0.455
H 1.262 0.024 -1.425
H 2.283 0.931 0.561
H 1.779 -0.514 1.221
H 0.170 2.046 1.086
H 0.784 1.398 2.634
*
```

- Which value of molar mass does entry 6 give?
  88.13 g mol⁻¹

Repeat the sixth record exactly.
The following is a DFT calculation (ωB97M-V/def2-TZVPD) of the ion C4H10NO with charge -1 in a non-equilibrium geometry.

The molar mass is 88.13 g mol⁻¹. As for the structure (SMILES): CN[C@H](C)C[O-]. As for the energy above the lowest of the compared OMol25 structures with the same formula, charge and spin: 1.350 eV. The electronic energy is -288.34204 a.u. The lowest unoccupied orbital energy is 3.96 eV.

```
! wB97M-V def2-TZVPD RIJCOSX def2/J DEFGRID3
* xyz -1 1
C -0.061 2.123 -0.454
N -0.234 0.701 -0.886
C 1.166 -0.758 0.679
C -0.203 -0.200 0.249
C -1.091 -1.605 -0.189
O -1.460 -2.271 0.899
H -0.823 2.277 0.304
H 0.943 2.186 -0.010
H -0.195 2.880 -1.233
H 0.583 0.453 -1.436
H 1.105 -1.805 0.974
H 1.426 -0.293 1.650
H 1.928 -0.535 -0.075
H -0.828 0.041 1.101
H -0.345 -2.090 -0.869
H -1.911 -1.103 -0.704
*
```

- Which formula does entry 4 have?
  C4H10NO

- lowest unoccupied orbital energy of number 8 (C4H10NO)?
  4.39 eV